[1]
{"formula": "C4H9NS", "method": "wB97M-V/def2-TZVPD", "total_charge": 0, "orbital_gap_ev": 8.21, "species": ["C", "C", "C", "C", "N", "S", "H", "H", "H", "H", "H", "H", "H", "H", "H"], "coordinates": [[0.704, 0.797, -0.921], [-0.440, 1.401, -1.672], [0.604, -2.676, 0.309], [0.442, -1.220, 0.453], [0.628, -0.329, -0.346], [-1.308, 2.307, 2.546], [1.647, 1.322, -0.904], [-0.228, 1.421, -2.743], [-1.349, 0.825, -1.510], [-0.609, 2.428, -1.349], [0.323, -3.035, -0.683], [0.014, -3.194, 1.066], [1.654, -2.914, 0.479], [-0.851, 1.390, 1.699], [-1.231, 1.476, 3.574]], "mulliken_charge": [-0.17, -0.98, -0.79, -0.04, -0.05, -0.27, 0.36, 0.31, 0.28, 0.27, 0.29, 0.27, 0.26, 0.11, 0.14]}

---

[2]
{"formula": "C4H9NS2", "method": "wB97M-V/def2-TZVPD", "total_charge": 0, "orbital_gap_ev": 8.97, "species": ["C", "C", "C", "C", "N", "S", "S", "H", "H", "H", "H", "H", "H", "H", "H", "H"], "coordinates": [[-1.431, 2.094, 1.438], [0.561, -1.919, -0.981], [1.808, 0.269, -0.548], [0.725, -0.675, -0.141], [0.023, -0.388, 0.864], [-2.810, 1.164, 1.741], [-1.163, 2.602, -0.140], [1.251, -1.931, -1.819], [0.738, -2.800, -0.363], [-0.459, -1.981, -1.359], [1.837, 1.114, 0.133], [1.624, 0.626, -1.561], [2.768, -0.245, -0.539], [-2.592, 1.040, 3.060], [-0.701, -1.067, 1.094], [-2.179, 2.099, -0.879]], "mulliken_charge": [-0.03, -1.19, -1.22, 0.86, -0.55, -0.16, -0.12, 0.32, 0.32, 0.33, 0.32, 0.31, 0.37, 0.17, 0.20, 0.08]}

---

[3]
{"formula": "C4H9NS3", "method": "wB97M-V/def2-TZVPD", "total_charge": 0, "orbital_gap_ev": 8.19, "species": ["C", "C", "C", "C", "N", "S", "S", "S", "H", "H", "H", "H", "H", "H", "H", "H", "H"], "coordinates": [[0.036, -1.135, 0.692], [0.355, 0.190, -0.028], [1.434, -0.194, -1.045], [0.639, 1.297, 0.921], [-1.930, -0.932, -1.061], [-1.246, 0.709, -1.068], [-2.470, 1.407, 0.294], [-1.761, -1.508, 0.588], [0.661, -1.951, 0.425], [0.153, -0.979, 1.806], [1.768, 0.615, -1.724], [0.907, -0.796, -1.698], [2.257, -0.550, -0.495], [-0.232, 1.366, 1.559], [0.882, 2.281, 0.333], [1.475, 1.056, 1.701], [-2.930, -0.877, -1.201]], "mulliken_charge": [-0.77, 1.04, -1.74, -1.56, -0.46, 0.17, -0.35, 0.00, 0.40, 0.36, 0.32, 0.60, 0.43, 0.55, 0.28, 0.34, 0.37]}

---

[4]
{"formula": "C4H9NS4", "method": "wB97M-V/def2-TZVPD", "total_charge": 0, "orbital_gap_ev": 8.34, "species": ["C", "C", "C", "C", "H", "H", "H", "H", "H", "H", "H", "H", "H", "N", "S", "S", "S", "S"], "coordinates": [[1.862, -0.573, -0.548], [0.756, 0.450, -0.508], [0.316, 1.050, 0.772], [-1.987, -0.436, 0.083], [0.684, -2.124, 0.821], [2.379, -0.538, -1.512], [2.602, -0.351, 0.226], [-0.004, 0.328, -1.278], [-0.728, 1.336, 0.875], [0.801, 0.759, 1.701], [0.622, 2.493, -0.661], [-1.362, -1.924, 1.723], [-2.627, 1.036, -1.567], [1.166, 1.803, -0.150], [1.256, -2.279, -0.387], [-1.006, -0.650, 1.526], [-1.796, 1.200, -0.532], [-2.933, -1.582, -0.585]], "mulliken_charge": [-0.91, -0.11, -0.72, 0.20, 0.05, 0.38, 0.36, 0.64, 0.57, 0.48, 0.27, 0.22, 0.20, -0.66, -0.14, -0.29, -0.39, -0.14]}

---

[5]
{"formula": "C4H9NSi", "method": "wB97M-V/def2-TZVPD", "total_charge": 0, "orbital_gap_ev": 10.14, "smiles": "CC[C@@H]([SiH3])C#N", "species": ["C", "C", "C", "C", "N", "Si", "H", "H", "H", "H", "H", "H", "H", "H", "H"], "coordinates": [[1.454, -1.485, -0.122], [-1.614, -1.232, -0.519], [-0.653, -0.383, 0.285], [0.682, -0.377, -0.369], [2.245, -2.283, 0.095], [1.870, 1.479, 0.264], [-1.662, -0.913, -1.493], [-1.207, -2.357, -0.503], [-2.615, -1.263, -0.118], [-0.614, -0.455, 1.366], [-0.956, 0.782, 0.230], [0.553, -0.397, -1.523], [3.008, 1.325, -0.538], [2.461, 1.443, 1.687], [1.089, 2.661, -0.244]], "mulliken_charge": [0.14, -1.23, -0.28, -0.15, -0.49, 0.45, 0.40, 0.26, 0.37, 0.41, 0.18, 0.21, -0.12, -0.05, -0.08]}

---

[6]
{"formula": "C4H9O", "method": "wB97M-V/def2-TZVPD", "total_charge": -1, "orbital_gap_ev": 6.12, "species": ["C", "O", "C", "C", "C", "H", "H", "H", "H", "H", "H", "H", "H", "H"], "coordinates": [[-0.087, 0.048, 0.997], [-1.025, 0.394, 1.838], [1.071, 1.000, 0.403], [-0.060, 0.508, -0.445], [0.055, -0.498, -1.581], [0.382, -0.956, 1.024], [-0.549, -4.756, -3.037], [1.085, 2.020, 0.746], [2.038, 0.513, 0.384], [-0.113, -4.286, -2.635], [-0.812, 1.255, -0.652], [0.055, -0.035, -2.572], [0.920, -1.148, -1.427], [-0.808, -1.144, -1.509]], "mulliken_charge": [0.06, -0.90, -0.99, 0.10, -1.36, 0.25, 0.11, 0.37, 0.24, -0.10, 0.31, 0.38, 0.25, 0.29]}

---

[7]
{"formula": "C4H9O", "method": "wB97M-V/def2-TZVPD", "total_charge": -1, "orbital_gap_ev": 6.08, "species": ["C", "O", "C", "C", "C", "H", "H", "H", "H", "H", "H", "H", "H", "H"], "coordinates": [[0.450, -0.744, 1.297], [-0.525, -1.532, 1.973], [1.073, 0.510, 2.023], [0.065, 0.654, 0.845], [0.497, 1.234, -0.441], [0.770, -1.451, 0.466], [-3.311, -2.126, -5.042], [0.725, 0.703, 3.015], [2.200, 0.459, 1.907], [-3.019, -2.753, -4.759], [-0.891, 0.954, 1.255], [0.623, 2.314, -0.430], [1.493, 0.827, -0.751], [-0.152, 0.950, -1.359]], "mulliken_charge": [-0.04, -0.93, -0.96, 0.12, -1.27, 0.29, -0.01, 0.33, 0.22, 0.01, 0.38, 0.31, 0.27, 0.27]}

---

[8]
{"formula": "C4H9O2", "method": "wB97M-V/def2-TZVPD", "total_charge": -1, "orbital_gap_ev": 6.65, "smiles": "[O-]CCCCO", "species": ["C", "C", "C", "O", "C", "O", "H", "H", "H", "H", "H", "H", "H", "H", "H"], "coordinates": [[-0.252, -0.744, 0.757], [0.745, 0.124, 0.008], [1.012, -0.225, -1.485], [0.668, 0.790, -2.404], [-1.239, 0.318, 1.564], [-1.614, 1.346, 0.796], [0.185, -1.523, 1.403], [-0.991, -1.269, 0.152], [0.258, 1.121, -0.058], [1.688, 0.327, 0.530], [2.090, -0.387, -1.648], [0.461, -1.141, -1.762], [-0.097, 1.276, -2.107], [-0.819, 0.408, 2.577], [-2.095, -0.422, 1.676]], "mulliken_charge": [-0.69, -0.48, -0.30, -0.56, -0.44, -0.85, 0.30, 0.29, 0.19, 0.36, 0.21, 0.23, 0.32, 0.21, 0.20]}

---

[9]
{"formula": "C4H9O2", "method": "wB97M-V/def2-TZVPD", "total_charge": -1, "orbital_gap_ev": 7.74, "smiles": "C[C@@H]([O-])CCO", "species": ["C", "O", "C", "C", "C", "O", "H", "H", "H", "H", "H", "H", "H", "H", "H"], "coordinates": [[0.953, -0.006, 1.590], [0.746, 1.381, 1.706], [0.055, -0.679, 0.500], [-0.090, 0.328, -0.687], [-0.840, -0.282, -1.845], [-0.795, 1.427, -0.176], [2.016, -0.254, 1.497], [0.586, -0.423, 2.541], [-0.939, -0.705, 0.952], [0.450, -1.663, 0.221], [0.920, 0.694, -0.938], [-1.896, -0.313, -1.572], [-0.638, 0.317, -2.737], [-0.520, -1.322, -1.991], [-0.007, 1.501, 0.939]], "mulliken_charge": [-0.49, -0.65, -0.94, 0.56, -1.42, -0.89, 0.25, 0.26, 0.29, 0.40, 0.23, 0.31, 0.35, 0.31, 0.43]}

---

Short version: ΔE to the lowest compared entry with this formula, charge and spin = 63.1; 64.2; 44.5; 79.9; 74.3; 37.0; 56.8; 62.8; 41.1 kcal per mole, in the order given.
Short version: E_LUMO = 0.81; 0.40; 0.40; -0.55; 0.32; 4.45; 4.33; 4.12; 4.52 eV, in the order given.